1.
ORCA calculation (ωB97M-V with the def2-TZVPD basis set) on a single C2H6N4O molecule.

Structure (ORCA input):
```
! wB97M-V def2-TZVPD RIJCOSX def2/J DEFGRID3
* xyz 0 1
H -0.312 -2.217 -1.264
N -0.531 0.287 -0.308
H 1.573 1.303 1.579
C -0.506 -1.361 -2.065
H -1.212 1.792 2.024
H -0.819 1.387 -0.503
N -0.770 -0.115 -1.658
H 1.515 -1.225 1.378
N 0.558 0.877 1.585
H -0.711 -1.470 -3.148
O -0.428 1.864 1.413
C 0.487 -0.023 0.502
N 1.155 -1.099 0.465
*
```

ΔE to the lowest compared entry with this formula, charge and spin: 5.594 eV
total energy: -373.9048 Eh
SMILES string: [H]/N=C(\NO)NN=C
highest occupied orbital energy: -0.3228 Eh
HOMO-LUMO gap: 9.51 eV
LUMO level: 0.730 eV

2.
ORCA calculation (ωB97M-V with the def2-TZVPD basis set) on a single C2H6N4O molecule.

Structure (ORCA input):
```
! wB97M-V def2-TZVPD RIJCOSX def2/J DEFGRID3
* xyz 0 1
N 1.038 0.879 0.183
H -1.122 -1.766 1.442
C -0.472 -1.205 0.779
C -0.894 -0.114 0.066
H 2.838 1.650 -0.130
H -2.432 0.957 -0.609
H 1.942 1.296 -1.532
H -2.876 -0.446 0.239
N -2.208 0.310 0.138
N 0.068 0.600 -0.593
O 0.683 -1.905 0.537
H 1.284 -1.302 0.048
N 2.151 1.045 -0.569
*
```

ΔE to the lowest compared entry with this formula, charge and spin: 3.768 eV
total energy: -373.9719 Eh
SMILES string: N/N=N/C(N)=C\O
highest occupied orbital energy (alpha / beta): -0.2657 / -0.2657 Eh
HOMO-LUMO gap (alpha / beta): 7.67 / 7.67 eV
LUMO level (alpha / beta): 0.444 / 0.444 eV

3.
ORCA calculation (ωB97M-V with the def2-TZVPD basis set) on a single C2H6N4O molecule.

Structure (ORCA input):
```
! wB97M-V def2-TZVPD RIJCOSX def2/J DEFGRID3
* xyz 0 1
N 1.756 -1.347 -0.027
N -2.605 -0.451 -0.035
H -3.278 0.167 0.354
H 2.717 -0.912 -0.087
H 1.803 -1.802 0.929
H 0.761 2.549 -0.192
N 1.359 0.927 0.084
N -0.423 -0.413 -0.582
H -1.285 0.866 0.911
C -1.485 0.035 0.124
C 0.919 -0.231 -0.131
O 0.328 1.773 -0.226
H -0.568 -1.161 -1.123
*
```

ΔE to the lowest compared entry with this formula, charge and spin: 3.514 eV
total energy: -373.9812 Eh
SMILES string: [H]/N=C/N/C(N)=N\O
highest occupied orbital energy: -0.3349 Eh
HOMO-LUMO gap: 9.96 eV
LUMO level: 0.843 eV

4.
ORCA calculation (ωB97M-V with the def2-TZVPD basis set) on a single C2H6N4O molecule.

Structure (ORCA input):
```
! wB97M-V def2-TZVPD RIJCOSX def2/J DEFGRID3
* xyz 0 1
N 0.621 2.364 -0.423
C -0.220 1.244 -0.007
H -1.814 -0.986 -0.503
H 0.092 3.048 -0.024
N -1.415 1.079 -0.066
H 1.816 -2.054 1.063
H 1.706 2.223 -0.300
H 0.763 -3.157 -0.031
H -1.816 1.949 -0.719
C 0.143 -1.129 0.171
O 0.482 0.143 0.375
N -0.975 -1.687 -0.182
N 1.178 -2.163 0.177
*
```

ΔE to the lowest compared entry with this formula, charge and spin: 3.218 eV
total energy: -373.9921 Eh
SMILES string: [H]/N=C(/N)O/C(N)=N/[H]
highest occupied orbital energy: -0.3337 Eh
HOMO-LUMO gap: 9.71 eV
LUMO level: 0.629 eV

5.
ORCA calculation (ωB97M-V with the def2-TZVPD basis set) on 2 unconnected molecules or ions with the total composition C2H6N4O2.

Structure (ORCA input):
```
! wB97M-V def2-TZVPD RIJCOSX def2/J DEFGRID3
* xyz 0 1
C 1.427 0.324 0.628
N -1.737 -0.488 0.367
H 1.989 0.188 1.598
O 2.939 -1.117 -0.114
H -2.612 -2.305 0.585
N 0.425 1.291 0.529
O -3.017 -1.041 0.185
N -0.500 1.302 -0.493
C -1.522 0.361 -0.565
H 0.014 1.432 -1.352
N 1.724 -0.356 -0.376
H 2.940 -1.723 -0.859
H -2.101 0.301 -1.500
H 0.030 1.832 1.366
*
```

ΔE to the lowest compared entry with this formula, charge and spin: 6.733 eV
total energy: -449.0738 Eh
highest occupied orbital energy: -0.3177 Eh
HOMO-LUMO gap: 8.85 eV
LUMO level: 0.204 eV

6.
ORCA calculation (ωB97M-V with the def2-TZVPD basis set) on a single C2H6N4O2 molecule.

Structure (ORCA input):
```
! wB97M-V def2-TZVPD RIJCOSX def2/J DEFGRID3
* xyz 0 1
H 0.711 -1.378 -1.513
N -2.307 1.669 0.181
N 1.520 -0.943 0.303
H -2.893 0.614 0.168
O 0.406 -0.370 1.076
H -0.803 1.793 1.463
H 2.284 -1.423 2.104
O 0.007 -0.631 -2.155
C 2.494 -1.309 1.089
H 3.279 -1.716 0.312
N -1.052 1.175 0.752
N -0.511 0.287 -1.240
C -0.399 0.178 0.058
H -2.013 1.587 -0.748
*
```

ΔE to the lowest compared entry with this formula, charge and spin: 7.834 eV
total energy: -449.0333 Eh
SMILES string: C=NO/C(=N\O)NN
highest occupied orbital energy: -0.3080 Eh
HOMO-LUMO gap: 8.56 eV
LUMO level: 0.176 eV

7.
ORCA calculation (ωB97M-V with the def2-TZVPD basis set) on 2 unconnected molecules or ions with the total composition C2H6N4O5P.

Structure (ORCA input):
```
! wB97M-V def2-TZVPD RIJCOSX def2/J DEFGRID3
* xyz -1 1
O -1.517 1.656 -0.304
H -3.451 0.224 2.750
H 3.747 -0.911 -0.202
C -0.951 0.750 -0.892
N -2.144 -0.979 0.326
H -0.541 -1.228 -0.840
H 2.031 1.086 1.413
O 3.254 -1.338 0.535
P 1.861 -0.652 0.146
N -1.345 -0.565 -0.641
N -3.664 -0.032 1.827
O 1.639 -0.787 -1.378
O 2.025 0.967 0.448
O 0.921 -1.131 1.217
C -2.718 -0.345 1.173
H 0.726 0.310 -1.996
N -0.067 1.022 -1.853
H 0.195 1.954 -1.727
*
```

ΔE to the lowest compared entry with this formula, charge and spin: 0.634 eV
total energy: -1016.5747 Eh
highest occupied orbital energy: -0.1852 Eh
HOMO-LUMO gap: 8.51 eV
LUMO level: 3.467 eV

8.
ORCA calculation (ωB97M-V with the def2-TZVPD basis set) on a single C2H6N4OS molecule.

Structure (ORCA input):
```
! wB97M-V def2-TZVPD RIJCOSX def2/J DEFGRID3
* xyz 0 1
N -0.947 0.053 -0.230
H -0.670 3.211 0.014
H -0.756 2.033 1.279
H -0.628 0.963 -2.482
O -0.601 -0.912 -1.150
C 0.327 -1.757 -0.554
N -0.528 1.807 -1.928
N 1.106 -1.725 0.418
H -1.898 -0.145 0.153
S 1.150 -0.594 1.642
C -0.727 1.373 -0.704
N -0.994 2.326 0.304
H 1.969 -1.401 2.619
H 0.333 -2.785 -1.052
*
```

ΔE to the lowest compared entry with this formula, charge and spin: 4.034 eV
total energy: -772.1500 Eh
SMILES string: [H]/N=C(/N)NO/C=N\S
highest occupied orbital energy: -0.3317 Eh
HOMO-LUMO gap: 9.52 eV
LUMO level: 0.489 eV